Record 1
Computed, not measured: one molecule with the formula C11H18N4S at a distorted geometry, with ωB97M-V with the def2-TZVPD basis set.

Each line ends with the natural charge from an NBO analysis.
Cartesian coordinates (Å):
S1 -0.52 2.99 -0.09  -0.278
N1 -3.83 1.05 -0.09  -0.271
N2 -0.67 -0.25 -0.77  -0.305
N3 -3.06 2.16 0.05  -0.381
N4 -1.71 0.54 -0.35  -0.255
C1 -3.04 -2.17 0.69  -0.593
C2 2.89 1.28 -1.20  -0.616
C3 1.45 -1.27 -0.71  -0.477
C4 -1.74 1.90 -0.12  0.195
C5 -3.35 -1.34 -0.56  -0.448
C6 3.05 0.50 0.10  -0.219
C7 -3.00 0.09 -0.35  0.364
C8 2.83 -1.00 -0.12  -0.396
C9 0.77 0.19 1.22  -0.511
C10 0.41 -0.37 -0.11  0.404
C11 2.07 1.01 1.16  -0.394
H1 1.85 1.30 -1.52  0.218
H2 1.16 -2.31 -0.52  0.235
H3 -4.41 -1.40 -0.79  0.235
H4 2.94 -1.52 0.84  0.200
H5 3.21 2.31 -1.06  0.216
H6 -3.30 -3.21 0.52  0.215
H7 -3.60 -1.80 1.54  0.213
H8 1.45 -1.14 -1.79  0.238
H9 3.49 0.84 -2.00  0.202
H10 1.81 2.05 0.94  0.237
H11 0.91 -0.67 1.89  0.226
H12 -1.97 -2.12 0.92  0.204
H13 4.07 0.65 0.46  0.207
H14 -2.77 -1.71 -1.40  0.236
H15 -0.04 0.80 1.63  0.244
H16 2.53 0.99 2.15  0.208
H17 -3.47 3.06 0.22  0.427
H18 3.60 -1.40 -0.79  0.216

Energy relative to the best compared isomer or geometry (same formula, charge and spin)   0.00 kcal/mol
Spin multiplicity   1
Molecular weight   238.4 u
Charge   0
Frontier orbital gap   8.513 eV
Structure (SMILES)   CCc1n[nH]c(=S)n1N=C1CCC(C)CC1



Record 2
Computed, not measured: a 2-piece molecular cluster, C3H11NO2 overall at a distorted geometry, with ωB97M-V with the def2-TZVPD basis set.

Each line ends with the natural charge from an NBO analysis.
Cartesian coordinates (Å):
O1 0.88 0.26 -0.85  -0.731
O2 1.13 -2.29 -1.87  -0.941
N1 -1.60 -1.04 -0.02  -0.837
C1 -0.93 0.04 0.70  -0.261
C2 1.00 1.56 1.10  -0.640
C3 0.03 1.04 0.06  0.079
H1 1.73 0.91 1.55  0.228
H2 0.45 -1.55 -1.82  0.471
H3 -0.06 -0.31 1.27  0.178
H4 -1.61 0.48 1.36  0.192
H5 0.71 -0.66 -0.47  0.469
H6 1.54 2.41 0.74  0.227
H7 -2.50 -1.29 0.39  0.370
H8 -0.43 1.85 -0.61  0.181
H9 1.09 -2.56 -2.76  0.465
H10 0.46 1.86 2.11  0.200
H11 -1.88 -0.70 -0.89  0.351

Energy relative to the best compared isomer or geometry (same formula, charge and spin)   39.16 kcal/mol
Spin multiplicity   1
Molecular weight   93.1 u
Charge   0
Frontier orbital gap   10.711 eV
Structure (SMILES)   C[C@@H](O)CN.O



Record 3
Computed, not measured: one molecule with the formula C4H3FO2 at a distorted geometry, with ωB97M-V with the def2-TZVPD basis set.

Each line ends with the natural charge from an NBO analysis.
Cartesian coordinates (Å):
F1 -0.79 2.32 -0.05  -0.306
O1 1.47 -0.41 -0.05  -0.383
O2 -2.09 -0.53 -0.11  -0.654
C1 0.28 -1.07 -0.03  -0.003
C2 1.31 0.88 -0.15  0.019
C3 -0.11 1.15 0.09  0.258
C4 -0.78 -0.11 0.19  0.153
H1 -2.05 -1.47 -0.08  0.478
H2 0.45 -2.18 0.02  0.215
H3 2.32 1.42 0.16  0.223

Energy relative to the best compared isomer or geometry (same formula, charge and spin)   39.12 kcal/mol
Spin multiplicity   1
Molecular weight   102.1 u
Charge   0
Frontier orbital gap   9.374 eV
Structure (SMILES)   Oc1cocc1F